12
Properties=species:S:1:pos:R:3:forces:R:3 method="wB97M-V/def2-TZVPD" smiles="ON=C1CNC1" charge=0 gap_ev=9.536 lumo_ev=1.0 total_energy_ev=-8231.0253 de_lowest_kj_mol=547.4
O -0.490 2.402 -0.812 0.138 0.305 -0.088
N -0.824 1.528 0.221 0.317 -0.897 -0.080
C -0.206 0.422 0.123 -0.031 0.141 0.375
C -0.386 -0.826 0.956 -0.517 -0.244 0.338
N 0.522 -1.578 0.088 -0.766 -0.934 0.080
C 0.787 -0.279 -0.751 0.398 -1.072 0.295
H -0.970 3.207 -0.578 0.093 -0.207 -0.069
H -1.385 -1.248 0.907 -0.362 0.233 0.261
H -0.046 -0.752 1.995 -0.124 -0.085 -0.140
H 0.247 -2.410 -0.397 -0.815 -0.143 -0.070
H 0.638 -0.276 -1.844 0.456 -0.116 0.603
H 1.681 -0.691 -0.184 1.213 3.019 -1.505

192
Properties=species:S:1:pos:R:3:forces:R:3 method="wB97M-V/def2-TZVPD" charge=0 gap_ev=8.173 lumo_ev=0.7 total_energy_ev=-96353.5279 de_lowest_kj_mol=3783.2
C -4.913 -4.752 1.796 0.695 -0.511 -0.335
O -4.621 -3.388 1.540 -2.392 -0.345 0.101
C -5.884 -2.654 1.338 1.910 1.524 -0.346
C -5.455 -1.144 1.343 -2.448 0.469 0.747
N -4.962 -0.684 2.646 -1.688 -1.336 -0.570
C -4.264 0.577 2.592 0.167 -1.329 2.104
C -3.591 0.817 3.960 0.079 -0.081 -1.106
O -2.499 -0.070 4.249 -3.439 1.290 1.954
C -1.994 0.210 5.586 -4.817 1.434 -3.164
H -3.986 -5.322 1.734 0.258 0.224 0.291
H -5.520 -5.227 1.025 -0.449 0.326 -0.176
H -5.370 -4.933 2.769 -0.101 0.218 0.122
H -6.652 -2.896 2.072 0.306 0.052 0.441
H -6.314 -2.876 0.361 0.170 -0.223 -0.199
H -6.306 -0.488 1.161 -0.515 -0.313 -0.465
H -4.729 -0.927 0.560 -1.555 -0.061 -0.488
H -4.420 -1.486 2.934 0.414 0.538 0.881
H -4.923 1.435 2.458 -0.281 -0.459 0.018
H -3.526 0.586 1.791 -1.029 -1.728 2.273
H -4.420 0.706 4.659 0.221 0.130 0.574
H -3.189 1.828 3.898 -0.122 0.191 0.574
H -2.666 -0.222 6.328 -0.384 -0.250 0.385
H -1.958 1.291 5.722 -0.598 -0.213 -0.168
H -1.007 -0.218 5.766 -6.540 1.271 -4.685
C 0.439 -2.866 -3.466 0.124 -1.716 0.092
O -0.063 -2.624 -2.158 -1.197 -2.834 -2.223
C 0.364 -3.573 -1.220 0.732 0.285 0.204
C -0.198 -3.371 0.207 -0.305 -0.507 -0.018
N 0.185 -4.495 1.017 -0.282 -0.970 0.655
C -0.442 -4.465 2.377 -0.155 1.024 -1.428
C 0.138 -3.360 3.237 0.167 -1.669 -0.880
O -0.461 -3.108 4.437 -2.933 -4.782 0.260
C -1.596 -2.281 4.379 -0.731 -1.272 -0.226
H 1.521 -2.997 -3.454 0.075 0.150 0.025
H 0.200 -2.077 -4.179 -0.257 -0.280 0.586
H 0.067 -3.830 -3.811 -0.494 -0.160 -0.243
H 1.434 -3.375 -1.159 0.546 -0.736 0.264
H 0.201 -4.578 -1.609 -0.154 -0.263 0.337
H -1.282 -3.263 0.191 0.282 -0.606 0.206
H 0.198 -2.498 0.725 -0.282 0.182 -0.581
H 1.189 -4.398 1.070 0.387 -0.533 0.520
H -0.308 -5.442 2.839 -0.338 0.121 0.102
H -1.477 -4.169 2.206 -0.368 -0.828 -0.025
H 0.220 -2.393 2.741 -0.060 -0.345 -0.615
H 1.113 -3.762 3.513 -1.429 -0.315 -0.806
H -2.402 -2.804 3.863 -0.041 0.318 -0.298
H -1.331 -1.314 3.953 -0.528 -1.459 -0.352
H -1.931 -2.170 5.410 0.016 0.073 -0.055
C -2.742 -1.405 1.461 1.521 -0.455 -0.742
O -1.560 -0.936 0.861 1.159 1.003 -0.409
C -1.456 -1.074 -0.561 -0.593 -0.385 0.341
C -0.019 -0.775 -0.991 -0.614 0.219 1.412
N 0.373 0.548 -0.550 0.216 -1.997 1.357
C 1.782 0.844 -0.394 -2.174 1.520 0.737
C 1.975 2.242 0.343 -2.537 -2.075 1.715
O 1.535 2.200 1.672 -0.828 0.277 1.932
C 2.105 1.159 2.485 0.805 0.802 -0.264
H -3.586 -1.196 0.803 1.984 -0.676 0.264
H -2.924 -0.873 2.395 1.424 -0.923 -0.684
H -2.625 -2.480 1.597 -0.370 0.036 0.118
H -2.166 -0.419 -1.066 -0.110 -0.161 0.168
H -1.757 -2.094 -0.801 0.051 0.554 -0.553
H 0.152 -0.980 -2.047 -0.930 1.055 1.271
H 0.620 -1.552 -0.573 -0.522 0.879 0.418
H -0.065 0.630 0.356 1.398 -1.082 -0.223
H 2.195 0.920 -1.399 -0.380 0.434 1.049
H 2.330 0.027 0.077 -0.479 0.639 0.683
H 1.537 3.034 -0.265 1.277 0.124 2.369
H 3.049 2.393 0.233 -8.451 -0.612 6.070
H 1.775 0.221 2.039 0.841 -0.147 0.297
H 1.778 1.184 3.524 0.715 0.242 -0.943
H 3.189 1.274 2.506 -1.998 -0.529 1.316
C 3.821 2.711 -0.610 7.494 2.707 -4.031
O 3.745 1.355 -0.259 8.803 -3.099 -1.553
C 4.353 1.029 0.994 2.659 -1.292 -1.912
C 5.895 0.789 0.858 -0.242 -1.169 -0.364
N 6.372 -0.330 -0.057 -1.993 1.291 1.113
C 7.813 -0.315 -0.096 -0.646 -1.047 -1.959
C 8.302 -1.474 -1.022 1.156 0.131 0.863
O 8.046 -1.280 -2.390 -1.400 0.513 -0.197
C 8.650 -2.203 -3.285 0.635 0.944 0.525
H 3.616 3.311 0.277 1.638 2.163 -0.914
H 3.178 2.917 -1.466 0.031 0.155 0.303
H 4.852 2.978 -0.841 0.549 -0.346 -0.880
H 3.826 0.146 1.356 0.585 -0.602 -0.734
H 4.057 1.682 1.815 1.742 1.365 -1.376
H 6.256 0.449 1.829 0.049 0.479 0.342
H 6.425 1.686 0.540 -0.128 0.464 0.333
H 5.973 -0.126 -0.962 0.139 -0.191 -0.385
H 8.150 -0.398 0.938 0.477 -0.252 -0.196
H 8.189 0.593 -0.567 0.319 0.424 0.234
H 7.942 -2.449 -0.696 -0.324 -0.065 0.164
H 9.384 -1.476 -0.886 0.464 -0.230 0.053
H 8.339 -1.980 -4.305 -0.373 0.009 0.226
H 8.470 -3.251 -3.044 -0.110 -0.024 0.136
H 9.712 -1.960 -3.242 0.417 -0.578 -0.121
C 2.622 -1.098 -1.813 -0.500 -0.660 -0.334
O 1.869 -0.911 -3.016 1.316 1.530 -0.181
C 1.240 0.389 -3.105 -0.579 -0.061 -2.292
C 0.573 0.528 -4.463 -0.725 -1.836 -0.504
N 1.379 0.905 -5.571 2.008 2.218 -1.010
C 0.688 1.266 -6.783 -0.599 -0.886 -0.715
C 1.613 1.421 -7.985 0.920 0.108 0.254
O 2.425 0.242 -8.140 -0.523 -0.482 0.148
C 2.057 -0.631 -9.235 0.898 1.475 0.004
H 2.967 -2.127 -1.712 0.302 -0.048 -0.736
H 1.914 -0.964 -0.994 1.503 -0.813 -0.912
H 3.430 -0.375 -1.707 0.265 -0.404 -0.216
H 1.909 1.245 -3.021 0.303 -0.139 0.019
H 0.406 0.405 -2.403 1.151 1.148 -0.840
H -0.368 1.069 -4.365 0.302 0.647 -0.120
H 0.235 -0.447 -4.815 -0.742 -0.538 0.806
H 1.977 0.155 -5.887 0.327 -0.199 0.585
H 0.030 2.126 -6.665 0.052 0.087 0.082
H 0.102 0.395 -7.076 -1.039 -0.181 -0.099
H 2.255 2.283 -7.807 0.522 -0.161 0.086
H 1.141 1.648 -8.942 -0.663 -0.134 0.139
H 2.587 -1.581 -9.162 -0.289 0.022 0.501
H 2.488 -0.140 -10.108 -0.268 -0.115 -0.510
H 0.983 -0.741 -9.384 -0.042 -0.149 0.297
C 5.667 -3.018 2.177 -0.007 -0.987 -0.476
O 4.303 -2.913 2.436 -1.022 0.592 0.485
C 3.948 -2.011 3.484 -1.058 -1.022 -0.368
C 2.391 -2.145 3.676 2.920 1.959 0.473
N 2.056 -1.204 4.767 0.181 -0.611 0.595
C 0.601 -1.097 4.983 1.631 0.830 2.392
C 0.088 -0.430 6.326 6.653 -2.735 1.603
O -0.107 0.946 6.261 3.581 2.982 2.574
C 1.099 1.668 6.056 0.581 -0.361 -0.052
H 5.747 -3.864 1.494 0.110 0.111 -0.342
H 6.203 -3.375 3.057 0.344 0.596 0.337
H 6.049 -2.133 1.669 0.329 0.140 0.291
H 4.239 -0.979 3.286 -0.160 0.250 -0.409
H 4.500 -2.266 4.389 -0.068 -0.289 0.365
H 2.063 -3.156 3.915 2.019 1.026 0.263
H 1.916 -1.834 2.746 0.284 -0.058 0.017
H 2.399 -1.761 5.537 0.363 0.429 0.782
H 0.106 -2.065 5.057 2.240 1.563 0.748
H 0.234 -0.558 4.109 2.485 -2.831 2.027
H 0.744 -0.769 7.127 0.671 0.491 0.351
H -0.878 -0.888 6.539 2.094 -1.580 2.392
H 1.425 1.410 5.049 0.402 0.372 0.480
H 1.893 1.423 6.761 0.058 -0.480 0.105
H 1.008 2.748 6.172 -0.846 -0.086 -0.225
C -0.287 0.594 3.149 -3.242 2.381 -1.179
O -1.484 1.067 2.577 -0.163 1.069 -1.722
C -1.406 1.862 1.360 0.509 0.094 1.726
C -2.764 2.156 0.789 -1.056 2.359 0.233
N -3.238 3.509 1.221 1.190 -1.846 0.287
C -4.450 3.924 0.575 -1.013 -0.957 0.174
C -5.720 3.051 0.874 0.834 1.413 0.097
O -6.832 3.670 0.229 -0.126 -0.218 1.170
C -7.455 4.658 1.046 -0.498 0.562 -0.656
H 0.149 -0.166 2.501 0.121 0.215 -0.187
H -0.546 0.081 4.075 -2.102 3.046 -1.777
H 0.340 1.442 3.425 -0.923 -0.419 -0.348
H -0.787 1.404 0.589 -1.715 1.256 1.416
H -0.902 2.785 1.645 -0.161 0.121 0.154
H -3.399 1.338 1.128 0.534 2.383 -2.205
H -2.787 2.115 -0.300 -1.579 2.010 2.532
H -3.288 3.250 2.196 -0.892 1.410 0.770
H -4.317 3.890 -0.507 0.273 0.063 -0.043
H -4.654 4.966 0.821 -0.168 -0.035 0.140
H -5.818 3.004 1.958 -0.528 0.402 0.292
H -5.617 1.997 0.619 -0.107 0.161 -0.839
H -8.286 5.044 0.455 -0.112 -0.164 0.029
H -6.867 5.545 1.281 0.712 -0.083 -0.253
H -7.846 4.348 2.015 0.024 -0.792 -0.036
C -2.687 4.104 -7.398 -1.415 -0.939 0.095
O -3.283 3.720 -6.116 0.814 1.250 -0.797
C -3.766 2.379 -6.082 0.772 0.510 0.683
C -4.093 1.978 -4.635 0.424 0.478 0.184
N -2.859 1.698 -3.858 -0.500 -0.266 -0.447
C -3.087 1.681 -2.407 0.468 0.567 -0.467
C -1.825 1.680 -1.591 2.647 -1.140 -2.808
O -1.156 2.951 -1.650 -1.753 -0.139 -0.982
C 0.001 3.079 -0.847 -2.491 0.480 -1.346
H -1.745 3.603 -7.620 0.207 0.022 0.409
H -2.624 5.175 -7.594 0.250 0.101 1.102
H -3.369 3.816 -8.197 -0.224 -0.450 -0.144
H -2.919 1.764 -6.388 -0.254 -0.603 -0.433
H -4.633 2.309 -6.739 -0.038 -0.338 -0.082
H -4.790 1.141 -4.664 0.216 -0.285 0.153
H -4.587 2.790 -4.102 -0.549 0.329 -0.350
H -2.268 2.482 -4.093 0.422 0.199 0.297
H -3.640 0.779 -2.145 -0.288 -0.005 -0.012
H -3.609 2.575 -2.064 -0.741 0.132 -0.135
H -1.131 0.936 -1.982 -0.539 0.294 -0.459
H -2.063 1.364 -0.575 1.970 -1.325 -2.537
H 0.408 4.075 -1.021 -0.005 0.200 -0.335
H 0.724 2.279 -1.010 -2.262 1.233 -1.518
H -0.414 3.067 0.161 1.393 0.344 -0.340